The following is a quantum chemistry calculation of a 12-piece molecular cluster, C60H90N6O24 overall in a non-equilibrium geometry, from the OMol25 dataset.

The calculation puts the HOMO energy at -0.3371 Eh. As for the net charge: 0. For the energy above the lowest of the compared OMol25 structures with the same formula, charge and spin, the calculation gives 3.0889 eV. The SMILES is O=[N+]([O-])c1ccccc1.O=[N+]([O-])c1ccccc1.O=[N+]([O-])c1ccccc1.O=[N+]([O-])c1ccccc1.O=[N+]([O-])c1ccccc1.O=[N+]([O-])c1ccccc1.COCCOC.COCCOC.COCCOC.COCCOC.COCCOC.COCCOC. The value obtained for the frontier orbital gap is 8.55 eV.

Geometry (Å):
N1 -2.72773 2.39743 -4.06522
H1 -7.29983 2.06539 4.43983
C1 1.39074 2.70493 -0.98049
C2 3.17039 -0.88039 5.70733
N2 4.45072 -3.44505 -0.09825
N3 4.71563 1.34633 0.28497
C3 -4.58194 -1.03695 -2.16285
C4 -1.95902 -8.96193 0.34839
H2 3.80358 -0.65826 3.23537
C5 -3.24115 -0.76398 -1.92226
O1 -1.55390 2.61968 -3.73883
C6 -3.20333 0.46865 3.57940
H3 9.41856 -1.71368 -1.21919
H4 -1.41525 7.62516 1.07563
C7 0.88459 -1.33702 -1.90913
H5 -1.44466 -6.72800 -6.30627
H6 -0.13680 -6.28113 -5.36659
H7 -0.48430 -0.04179 -4.35194
H8 0.42782 2.27588 -1.21523
C8 5.85521 -3.05578 -0.35138
H9 1.93451 -1.42560 -1.63002
H10 -4.25713 -6.24109 -3.46968
H11 -4.75543 -4.69001 -4.29512
H12 -0.63039 -10.67924 0.39896
C9 -4.95668 4.70539 4.96160
N4 3.28262 -0.46511 -4.17270
C10 -0.96776 -6.81374 -0.04053
O2 4.18207 -3.82912 1.02344
H13 -3.61475 3.68082 7.11327
O3 -1.95305 -5.57033 -4.78432
H14 -0.64374 -4.73609 -3.52161
O4 4.33040 0.22261 0.59215
H15 -0.71585 1.59751 -6.12344
H16 -5.73147 4.43711 5.67981
O5 0.20397 7.12420 3.11324
H17 -0.68837 -0.65886 2.28646
H18 -2.01774 6.60551 6.33231
C11 -0.87122 6.68700 0.96602
C12 3.20333 3.18598 -4.92499
O6 -3.92633 -4.40695 -2.52428
O7 -0.04196 -4.73858 -0.42110
H19 -1.09488 8.81156 3.16387
H20 -0.58918 -2.04415 0.32263
H21 0.18526 -3.13211 -7.42588
H22 -3.51683 1.97511 1.39186
H23 3.35056 5.47847 -1.09949
H24 2.52088 4.14955 -6.70741
H25 2.16436 0.78406 -0.42321
H26 6.39341 -2.69127 1.65332
C13 -0.55295 0.15265 -7.73442
O8 2.56562 -1.39374 -4.52514
H27 3.88515 -0.12275 5.38605
C14 2.41415 2.02971 -6.91359
O9 4.12679 -0.54870 -3.29638
H28 -7.51916 0.49522 3.97129
H29 -3.04191 4.66128 2.55116
H30 -5.33815 1.49012 -4.31124
O10 -1.80853 5.60163 1.19157
C15 -6.81883 1.09391 4.55370
H31 3.22456 -2.14910 2.66380
H32 -4.95607 -0.69572 4.08074
H33 -5.03467 -1.84613 -1.60906
H34 -1.63304 0.63122 -2.47546
H35 3.80132 1.91950 -3.31975
H36 -1.23559 2.96209 6.74842
C16 -3.13098 3.76861 6.14046
H37 -1.61708 -6.05899 -2.84083
C17 -0.61206 0.55430 -6.38296
H38 2.01260 -0.97690 3.29976
H39 8.61933 -2.00388 1.18611
C18 3.41352 1.98906 -4.32532
O11 3.21836 -1.93562 4.74388
H40 4.26091 -2.61833 9.16516
H41 -2.12604 -3.58930 -2.10344
C19 -2.11979 -7.59033 0.19223
H42 1.01707 4.70614 -1.49569
O12 4.75313 -2.04924 7.24923
O13 -5.56163 1.28233 3.94139
H43 -2.58103 -0.21873 4.15243
N5 -0.67031 1.18839 -8.84457
H44 3.26867 -0.66448 7.76381
C20 6.71610 -2.68559 0.62268
H45 -5.26987 5.64528 4.50704
C21 2.66742 3.19815 -6.21777
H46 0.69414 5.53080 1.85173
C22 3.44105 -1.49482 7.07903
H47 -5.03127 1.00968 1.42402
C23 7.99129 -2.24225 0.34045
H48 -0.54466 6.16905 5.46439
C24 -0.08502 -2.15109 -7.06403
O14 -1.10294 2.29954 -8.52035
H49 2.66539 -2.21391 7.34236
H50 -1.29868 -7.48080 -4.64609
C25 -3.41769 1.26709 -3.34812
H51 -2.62911 -1.33692 -1.24143
O15 -3.34066 3.07844 -4.90708
H52 -0.92954 0.42565 0.87930
C26 0.38643 -8.81993 -0.13812
C27 -1.63133 3.88881 6.33288
C28 3.08083 0.80612 -4.93898
N6 -1.01369 -5.34524 -0.10419
C29 0.46332 6.59487 1.80097
H53 5.99132 -2.67518 8.72974
C30 -0.41894 -0.43577 -5.35540
O16 -3.21089 0.17060 2.17905
C31 -0.72658 -9.61915 0.21631
C32 -4.74992 0.91074 -3.61502
C33 2.38575 1.82998 -0.57624
C34 -0.09338 8.47236 3.42855
H54 -0.22606 -1.51855 -9.06679
H55 -0.39597 6.81024 7.04871
H56 1.34777 -9.30982 -0.18522
C35 -3.94561 0.97471 1.33326
C36 -1.63901 -5.17892 -3.48354
C37 -0.33221 -1.19409 -8.04216
C38 7.53098 -2.50074 -1.99129
H57 2.18200 -0.42202 5.67446
C39 -1.17727 -6.58763 -5.25894
H58 0.45600 9.21959 2.85591
H59 0.83382 -0.80363 -2.85835
H60 -6.39795 -0.40139 -3.16975
C40 3.04243 4.48821 -0.79807
H61 5.27657 -1.14398 9.16344
H62 -5.06433 4.03149 4.11167
H63 1.28469 2.57441 2.62189
C41 -2.62236 -4.06741 -2.94794
C42 -0.12044 -1.74431 -5.71260
C43 -2.05747 5.12857 2.52657
H64 -2.64234 -3.39948 -3.80909
H65 2.21110 -0.08077 -6.80234
C44 -2.68368 0.38905 -2.53787
O17 -1.04710 4.90941 7.15995
O18 -3.63879 4.91425 5.42712
H66 -5.73170 -5.37838 -2.99467
C45 -5.34345 -0.22111 -3.02166
H67 -3.23575 2.84695 5.56805
C46 -1.02793 6.16227 6.44138
C47 2.55644 0.79998 -6.28138
H68 5.71198 -3.26221 -2.57111
O19 -2.13428 -4.85755 0.11452
C48 6.28020 -2.96005 -1.70380
C49 -4.71378 -5.25690 -3.36505
H69 -0.35717 2.30774 1.77943
H70 -3.80991 0.57827 0.32701
H71 1.14819 -6.87109 -0.51331
H72 1.29119 7.10575 1.30933
C50 3.69357 2.23556 -0.25329
H73 -0.00752 1.83900 3.45140
H74 7.81813 -2.45240 -3.03130
H75 -2.81460 -9.55424 0.63744
H76 0.42749 -2.32187 -2.00524
H77 -1.15593 3.69185 5.37199
O20 5.80588 1.78046 0.41645
C51 0.25688 -7.43525 -0.28161
H78 2.11309 2.03176 -7.95078
C52 -4.60367 0.31778 4.27239
O21 0.84970 0.67663 1.90456
C53 3.98988 3.59850 -0.34975
C54 5.07313 -2.09143 8.66440
H79 3.40680 4.09064 -4.37129
O22 0.15034 -0.57568 -0.94438
O23 -0.38932 0.91509 -9.98316
H80 -0.53305 6.57685 -0.06432
C55 3.01505 -1.38876 3.41618
H81 4.96740 4.03582 -0.20977
O24 3.63266 -3.47615 -1.02201
H82 1.05903 -1.75996 0.58346
H83 -2.86139 1.49422 3.71868
H84 -6.74900 0.86664 5.61745
C56 0.41651 1.93759 2.45211
H85 0.21242 -2.51390 -5.03191
C57 1.79639 4.03962 -1.15684
C58 0.13634 -1.23099 0.34483
H86 -2.08885 5.86375 3.33070
H87 -1.27618 4.40367 2.75511
C59 8.42966 -2.08434 -0.99314
H88 -4.35740 0.40595 5.33053
H89 0.02606 8.57693 4.50693
H90 -3.08603 -7.14261 0.37194
C60 -0.22247 -0.21446 1.40695

Cartesian forces (eV/Å) of the 2 atoms listed first:
N 0.08 1.05 -0.19
H 0.03 0.29 0.45

=====

The following is a quantum chemistry calculation of a 8-piece molecular cluster, C61H140F12N4O7P4S2 overall in a non-equilibrium geometry, from the OMol25 dataset.

The calculation puts the HOMO energy at -0.5236 Eh. As for the net charge: +4. For the energy above the lowest of the compared OMol25 structures with the same formula, charge and spin, the calculation gives 0.0000 eV. The value obtained for the frontier orbital gap is 7.31 eV.

Geometry (Å):
C1 3.83968 -7.44267 6.01009
H1 7.98254 0.95137 -11.20185
P1 2.85595 -5.76031 1.05088
H2 -2.60710 -2.15023 8.94033
H3 10.28287 3.52882 -8.30952
F1 -4.09645 12.54900 -1.83313
H4 6.08372 -3.37997 -11.94264
F2 -4.23281 10.31307 -1.22624
H5 -2.83607 -1.13269 7.51528
H6 0.73629 -3.03991 -0.19334
H7 7.68584 -9.02322 2.74643
H8 -5.61342 -1.68697 7.97117
H9 7.55512 -2.63136 -10.12833
H10 -7.37594 -6.11602 -1.80418
H11 6.46239 -6.73170 0.28841
C2 8.12689 -1.72532 -9.92763
H12 10.09715 -3.94815 -9.33412
H13 -0.60095 -5.66425 0.37349
C3 -5.60826 4.01401 -2.32410
H14 -8.21170 6.23180 2.40651
H15 -7.70503 -4.41193 -2.26961
H16 8.24091 3.90449 -9.77274
H17 -8.00151 -0.49672 7.07303
C4 3.88553 0.31121 -5.85107
H18 3.99774 -6.27860 3.58467
H19 4.15465 -3.63047 0.64336
H20 1.38877 -6.75520 -0.46593
H21 3.61622 0.72112 -4.87765
H22 -3.57878 6.78575 3.64149
H23 8.58656 -2.31590 -7.96589
C5 -4.62750 -1.39061 10.88367
H24 11.14069 3.45091 -9.99260
H25 -5.02458 7.68308 1.17456
O1 -4.58293 1.65077 -1.78017
C6 -6.92042 -0.02430 8.86473
H26 6.92429 -0.48564 -7.28332
H27 1.32949 -2.46872 9.72034
N1 -3.84146 3.54472 -0.26700
C7 9.17815 -1.93814 -8.79980
H28 -6.65143 0.78302 9.54589
H29 -7.81047 -5.83993 0.96882
H30 -6.44247 -3.10417 1.01912
H31 -5.22745 -0.06812 7.41727
H32 11.84761 -1.50111 -9.60503
H33 5.88697 -8.74711 1.30256
H34 -6.93397 5.15910 1.67238
F3 -5.41687 11.13777 -2.94772
O2 -2.93096 3.31242 -2.66424
S1 -2.52037 2.67078 0.30228
O3 -1.93678 1.66844 -0.59123
H35 -7.59882 6.52796 0.82967
N2 -6.82965 -5.76968 0.73827
H36 -3.95552 7.60110 -5.82873
C8 5.53930 -2.72421 -12.62210
C9 -3.82152 -1.09352 13.40445
C10 11.34799 -2.41010 -9.94003
O4 -6.37267 7.47114 3.67672
H37 -5.61553 -4.75433 -0.70059
H38 6.85749 -1.12601 -12.58637
C11 -1.25132 -0.35030 8.89665
C12 5.92543 -7.84858 1.91840
H39 -5.21717 8.70628 -8.90330
H40 2.81526 -8.40979 4.40992
H41 -8.68698 -5.26687 -1.07260
C13 8.77385 1.77990 -9.46242
H42 -8.90252 0.41833 8.23906
H43 2.01874 -5.26063 -1.06226
H44 -4.12722 8.47002 3.23136
H45 4.27890 -5.99511 -0.66028
C14 -1.95399 8.53299 -6.13328
C15 -0.35546 -3.89803 -1.99186
H46 4.12200 -0.74362 -5.71139
C16 3.55486 -4.01560 1.46800
H47 -4.91888 -2.37470 10.51656
H48 6.78079 -3.08896 -14.36621
C17 -7.29691 6.17676 1.81639
C18 -7.68845 1.62472 7.07635
C19 9.07509 3.23109 -9.96966
H49 1.88687 -2.51449 1.39562
H50 -1.95688 7.80993 -3.98074
C20 -1.29867 7.87401 -4.84720
H51 -2.75344 7.67115 2.43372
H52 12.28523 -2.96256 -9.87311
H53 -6.18952 -5.68662 1.51509
H54 -2.52022 3.82363 9.42438
C21 2.20582 -6.62712 2.48310
F4 -2.46676 0.82941 2.24547
H55 -4.66670 6.08298 1.53375
C22 5.73099 -3.08709 -14.07286
C23 5.59881 1.03870 -7.67632
C24 6.17542 -0.32362 -8.05859
P2 -4.12414 -0.40428 9.36606
C25 7.59336 1.11194 -10.19644
H56 -1.73988 -0.86032 14.20460
C26 -7.06125 -3.35951 0.15889
P3 -5.29442 11.53741 -1.34046
F5 -6.42525 12.70062 -1.57203
F6 -6.39857 10.42578 -0.96772
H57 5.05775 -7.92533 2.57364
F7 -5.76197 3.93452 -3.69762
H58 -7.55469 2.44201 7.78504
C27 -3.85379 2.32889 8.51277
H59 8.61173 -1.60319 -10.89619
H60 10.93411 -2.14934 -10.91409
C28 -3.53095 3.71782 9.03026
H61 4.05943 -7.56472 -0.10824
P4 6.88053 -0.45318 -9.77207
H62 -3.44264 4.41195 8.19450
H63 -1.47412 10.41928 -5.38945
H64 3.61733 -2.51310 3.84166
H65 -2.45741 10.36544 -6.69069
H66 1.76311 -7.27872 5.36162
C29 2.55314 -3.01289 2.09974
H67 5.41214 -4.12434 -14.17559
C30 -3.91915 1.36785 9.69881
H68 9.58326 -1.01166 -8.39284
F8 -6.67535 3.61235 -1.68384
H69 2.03593 -7.68651 2.29094
C31 -3.34742 1.68752 1.74738
H70 4.83348 -7.72122 5.65956
H71 -0.92437 6.88152 -5.09813
H72 -0.45047 8.49761 -4.56474
H73 4.76650 -0.02121 -10.78053
H74 6.79543 1.82886 -10.38992
H75 -1.32847 8.57959 -7.02471
H76 9.17592 3.28182 -11.05380
C32 -3.19493 7.73437 -6.59804
H77 3.06156 0.37014 -6.56220
H78 2.35406 -1.35125 3.47012
H79 5.12014 -2.48448 -14.74502
H80 -0.02578 -1.52122 7.47883
C33 -7.91522 0.32210 7.78731
C34 -6.23195 6.97465 2.53467
C35 4.28642 -6.56705 0.26758
C36 -2.59701 -1.12202 8.57869
H81 -4.90526 3.73158 10.68493
H82 -3.00791 -1.53475 15.32366
H83 1.16611 -6.30265 2.52593
O5 -3.70517 8.52626 -7.67430
H84 3.93782 -0.93656 1.23773
C37 1.53644 -5.71000 -0.19419
C38 0.01232 -1.18402 8.51466
C39 0.26928 -2.40978 9.47417
H85 -8.50571 -1.32903 0.04307
H86 8.11212 -7.49783 2.21430
H87 -2.46165 -2.53336 14.10531
C40 0.25690 -4.99997 0.26907
C41 3.14196 -1.96244 3.02993
H88 -3.03052 2.04775 7.85603
H89 -1.22569 -4.53459 -2.15178
C42 2.93120 -6.33979 3.80115
H90 -4.81761 2.45373 8.01924
H91 0.01092 -3.35677 9.00029
H92 4.96392 -1.73125 -10.43750
H93 0.55063 -4.28885 -2.45485
H94 8.65432 1.78327 -8.37900
H95 -5.50432 4.57730 9.30674
H96 -4.26689 5.30961 10.38001
H97 2.50451 -5.39059 4.12524
H98 -4.75432 1.59867 10.36011
H99 5.86864 0.99878 -5.53982
C43 5.08099 1.17531 -6.27230
H100 4.74497 2.19928 -6.10895
H101 -3.03417 10.00668 -5.11965
H102 1.78789 -3.62206 2.58079
H103 -6.78403 1.58112 6.46955
H104 0.80409 -0.43496 8.52484
C44 -0.07373 -3.71843 -0.46087
H105 7.22949 -7.69953 3.74912
H106 4.47856 -2.96608 -12.55529
H107 5.34641 -1.03132 -8.06276
H108 -3.04965 -2.53002 11.92394
C45 -5.56406 -0.64284 8.28011
H109 -4.70297 -1.66940 13.68642
C46 -8.81127 -1.94904 0.88587
C47 -3.49465 -1.53521 11.94463
N3 -4.84298 7.00667 1.90229
H110 -3.05861 1.37367 10.36780
H111 5.24457 -0.66679 -12.99674
H112 -6.63206 -6.65549 0.29510
S2 -4.01550 3.00872 -1.73212
C48 -6.64478 -4.69358 -0.34697
C49 -4.59489 4.39814 9.88027
H113 -7.33037 -0.72785 9.58934
H114 -1.29355 0.53405 8.26084
C50 -7.67352 -5.12924 -1.44950
H115 -9.89996 -1.89674 0.89745
H116 5.26808 -1.75228 2.07953
H117 4.90780 1.23840 -8.49530
H118 -0.57896 -2.93358 -2.44791
C51 5.69206 -6.62633 1.05234
F9 -5.01050 11.83829 0.22504
O6 -8.44388 -3.29063 0.64548
C52 -3.74772 7.52038 2.85417
H119 6.44868 1.71525 -7.76622
C53 -2.63470 -1.47517 14.30128
H120 -8.39592 -1.58594 1.82595
H121 -8.47331 1.80232 6.34113
C54 7.28519 -8.01033 2.70585
C55 5.81870 -1.25908 -12.28423
H122 -4.82768 7.04543 -8.67197
H123 10.86647 -2.88969 -8.02959
F10 -4.38216 0.99612 1.22988
H124 5.89334 -5.69365 1.57931
H125 -2.99519 6.71395 -6.92507
H126 -2.56844 -1.00443 11.72440
H127 -0.98171 -3.29779 -0.02875
H128 10.35838 4.88483 -9.46242
C56 10.32097 3.79988 -9.36459
C57 10.32545 -2.94492 -8.97423
H129 0.28010 -4.72992 1.32483
N4 -2.27741 9.95318 -5.78640
F11 -5.41760 5.27543 -1.96010
F12 -3.80959 2.56101 2.67688
C58 4.32538 -1.22228 2.21561
C59 -4.89472 7.99570 -8.14225
H130 -4.18144 -0.07279 13.53362
H131 4.63726 -0.33612 2.76837
H132 3.52873 -8.15201 6.77706
H133 -6.86422 -2.67239 -0.66400
H134 4.36097 -4.23527 2.16803
H135 9.68938 1.22603 -9.67012
H136 -5.49095 -0.89852 11.33134
H137 -1.28677 -0.07180 9.94987
C60 2.74658 -7.45135 4.92448
O7 -1.51089 3.54449 0.87929
H138 3.94267 -6.48961 6.52892
H139 -5.77575 7.80485 -7.52951
H140 -0.40223 -2.28107 10.32305
C61 5.46284 -0.85650 -10.85463

Cartesian forces (eV/Å) of the 2 atoms listed first:
C -0.58 0.15 0.18
H -0.05 -0.19 -0.38